# 1
The following is a DFT calculation (the ωB97M-V functional and the def2-TZVPD basis) of a structure of composition C41H35Cl2HgN6O5S3.

XYZ file:
```
93
Properties=species:S:1:pos:R:3:forces:R:3
Hg 1.07526 -0.56869 0.33469 0.0 0.0 -0.1
S 3.22973 2.60224 0.24005 0.2 0.0 -0.1
C 1.78583 2.58520 -0.59866 0.2 0.5 0.2
N 1.02047 1.57357 -0.93820 0.0 -0.4 0.1
C -0.09639 1.94781 -1.63452 -0.2 0.0 -0.1
C -1.03689 1.06640 -2.16858 0.0 0.0 0.0
C -2.12698 1.57245 -2.85505 0.0 0.1 -0.1
C -2.30424 2.94811 -3.01581 0.0 -0.1 0.0
C -1.36948 3.83513 -2.49731 -0.1 0.0 0.1
C -0.27411 3.33289 -1.81316 0.1 0.0 -0.1
S 1.08511 4.15675 -1.11707 0.0 -0.1 -0.1
H -0.89606 -0.00132 -2.05208 0.0 0.0 0.0
H -2.84259 0.88357 -3.29152 0.0 0.0 0.0
H -3.16020 3.32479 -3.56326 0.0 0.0 0.0
H -1.48806 4.90319 -2.62621 0.0 0.1 0.0
N 2.23119 -3.05935 -3.22404 0.2 -0.1 0.1
C 1.23984 -3.06909 -4.18827 -0.1 0.1 0.0
C 1.52750 -3.37100 -5.51706 0.0 0.0 0.0
C 0.51431 -3.43734 -6.46108 -0.1 0.0 0.0
C -0.80128 -3.17714 -6.09580 0.1 0.0 -0.1
C -1.08867 -2.84944 -4.77653 0.0 0.0 0.0
C -0.08917 -2.81934 -3.81735 0.0 -0.1 0.0
S -0.41230 -2.59918 -2.10930 -0.1 -0.1 0.0
N 0.99126 -1.76983 -1.66732 -0.1 0.2 0.0
C 2.15892 -2.25234 -2.06874 0.2 0.0 -0.1
C 3.36983 -1.94398 -1.39551 0.0 -0.1 -0.1
C 4.64490 -2.47072 -1.75253 0.0 0.0 0.0
C 5.74753 -2.13752 -1.01244 0.0 0.0 0.0
C 5.62410 -1.27308 0.08422 0.0 0.0 0.0
C 4.35586 -0.79226 0.37411 0.1 0.1 0.0
N 3.28322 -1.10378 -0.32447 0.0 -0.1 0.0
H 3.16222 -3.16066 -3.59612 -0.1 0.0 0.1
H 2.55526 -3.56520 -5.80329 0.0 0.0 0.0
H 0.75838 -3.67976 -7.48807 0.0 0.0 0.0
H -1.59366 -3.21056 -6.83288 0.0 0.0 0.0
H -2.10392 -2.62703 -4.47496 -0.1 0.0 0.0
H 4.76196 -3.17754 -2.56325 0.0 0.0 0.0
H 6.71378 -2.55490 -1.27427 0.0 0.0 0.0
H 6.47343 -0.98233 0.68266 0.0 0.0 0.0
H 4.18476 -0.10874 1.19745 0.0 0.0 0.0
Cl -2.99656 -5.89709 4.40099 0.0 0.0 0.0
C -2.36692 -4.68785 3.29246 0.0 0.0 0.0
C -3.23412 -3.74567 2.73154 0.0 -0.1 0.1
C -2.74430 -2.79575 1.87684 -0.3 0.1 -0.1
C -1.35897 -2.70769 1.50885 -0.2 -0.2 0.4
O -0.98763 -1.77492 0.74636 0.2 0.4 -0.5
C -0.51687 -3.71760 2.08029 -0.1 0.1 0.0
C 0.89605 -3.85887 1.77278 0.1 -0.2 -0.3
O 1.51795 -3.34425 0.86836 0.0 0.1 0.2
C -1.03433 -4.66046 2.97186 0.0 0.0 0.0
H -4.28765 -3.76577 2.98594 0.0 0.0 0.0
H -3.41417 -2.04580 1.45532 0.3 -0.6 0.3
H 1.40337 -4.60843 2.41768 0.1 0.0 0.1
H -0.35612 -5.38535 3.40812 0.0 0.0 0.0
C 4.52463 3.86165 4.11614 0.0 0.0 0.0
C 3.15573 4.00177 3.52283 -0.1 -0.1 0.1
C 2.75855 5.16739 2.89381 0.0 0.0 0.0
C 1.51223 5.24788 2.30137 0.0 0.0 0.0
Cl 1.04436 6.73098 1.49840 0.0 0.1 0.0
C 0.65456 4.16879 2.30255 0.0 0.0 0.1
C 1.03185 2.99706 2.94152 0.2 0.0 0.2
C 2.27110 2.91625 3.56859 0.0 0.0 0.0
O 2.75824 1.82388 4.22331 0.0 0.0 0.0
C 1.90287 0.74345 4.56846 -0.1 -0.1 -0.1
C 1.59247 -0.27343 3.43950 -0.2 0.3 0.3
O 1.18630 -1.37852 3.78353 0.0 -0.2 0.1
O 1.73025 0.21181 2.28131 0.3 0.1 -0.1
H 5.09429 4.78229 3.98883 0.0 0.0 0.0
H 5.06399 3.04663 3.63254 0.0 0.0 0.0
H 4.47050 3.61948 5.17993 0.0 0.0 0.0
H 3.43773 6.00807 2.83633 0.0 0.0 0.0
H -0.28562 4.21557 1.77032 0.0 0.0 0.0
H 0.40056 2.13238 2.84929 -0.1 -0.1 0.1
H 0.94594 1.13305 4.93731 0.0 -0.1 0.0
H 2.39602 0.21588 5.38742 0.0 0.1 -0.1
N -0.99815 1.23883 1.28667 0.5 0.3 0.3
C -2.05108 1.25594 0.82617 -0.3 -0.3 0.2
N -3.26554 1.15383 0.32092 -0.2 0.1 -0.2
C -4.20511 2.24197 0.52230 -0.1 0.0 0.0
C -5.18899 2.27149 -0.63899 0.0 0.1 0.0
C -5.86257 0.91247 -0.79866 0.0 0.0 0.0
C -4.81117 -0.17480 -1.00428 0.0 0.0 0.0
C -3.81037 -0.18628 0.14042 0.0 0.0 -0.3
H -3.63913 3.17159 0.58876 0.0 0.0 0.0
H -4.74848 2.10226 1.47238 0.0 0.0 0.0
H -4.63684 2.51470 -1.55221 0.0 0.0 0.1
H -5.92567 3.05913 -0.46876 0.0 0.0 0.0
H -6.56394 0.92911 -1.63523 0.0 0.0 0.0
H -6.44403 0.68954 0.10405 0.0 0.0 0.0
H -4.27292 0.01417 -1.93815 -0.1 -0.1 0.1
H -5.27557 -1.15987 -1.07709 0.0 0.0 0.0
H -2.97375 -0.86325 -0.05585 -0.1 0.2 0.0
H -4.30360 -0.51761 1.06841 0.0 0.2 -0.1
```
Forces are in eV/Å.

Values from the calculation:
⟨S²⟩   0.768
Highest occupied orbital energy (spin up / spin down)   -0.016 / -0.073 Ha
2S+1   2
Net charge   -2
Frontier orbital gap (spin up / spin down)   4.51 / 6.07 eV
E_LUMO (spin up / spin down)   4.1 / 4.1 eV

***

# 2
The following is a DFT calculation (the ωB97M-V functional and the def2-TZVPD basis) of a cluster of 3 separate species, C2H10N2O2 in total.

XYZ file:
```
16
Properties=species:S:1:pos:R:3:forces:R:3
C 0.27759 1.55984 -0.58327 -0.5 0.0 -0.7
N -1.17745 1.75338 -0.50521 0.1 -0.9 -0.4
C -1.76633 1.69208 0.74020 0.1 0.0 -0.1
N -2.77082 0.96957 1.00240 -0.2 -0.1 -0.1
H 0.57092 0.50674 -0.60215 -0.1 -0.1 0.4
H 0.73750 2.05050 0.26200 0.4 0.2 0.0
H 0.60860 1.94024 -1.55331 0.2 0.4 0.4
H -1.64152 1.10294 -1.13829 -0.1 0.3 0.2
H -1.31381 2.37466 1.44752 0.3 0.2 0.3
H -3.09037 1.14393 1.95132 0.0 0.0 -0.1
H 4.00826 -2.06035 3.67000 0.0 0.1 -0.1
H 3.63133 -1.76049 5.10542 -0.1 0.2 -0.2
O 3.61178 -1.37328 4.21780 0.1 -0.3 0.3
H 0.79785 -4.12020 -4.64424 -0.4 -0.1 0.1
H 1.09081 -2.69618 -4.89898 -0.4 0.2 0.0
O 0.33867 -3.27177 -4.69514 0.8 -0.1 -0.1
```
Forces are in eV/Å.

Values from the calculation:
Highest occupied orbital energy   -0.335 Ha
SMILES string   [H]/N=C/NC.O.O
2S+1   1
Energy relative to the best compared isomer or geometry (same formula, charge and spin)   19.7 kcal per mole
Frontier orbital gap   9.95 eV
E_LUMO   0.8 eV

***

# 3
The following is a DFT calculation (the ωB97M-V functional and the def2-TZVPD basis) of the molecule C5H7FN2.

XYZ file:
```
15
Properties=species:S:1:pos:R:3:forces:R:3
C -1.99987 0.09357 -0.52145 0.6 0.2 0.0
C -1.10882 -0.16800 0.69095 0.1 -0.4 -0.3
C 0.35183 -0.07241 0.33391 -0.2 -0.1 0.0
C 1.12748 1.09180 0.16992 0.4 0.2 -0.1
C 1.22700 -1.09730 0.04174 -0.3 -0.1 0.1
H -1.81227 -0.64328 -1.30743 -0.1 0.1 0.0
H -1.82002 1.10554 -0.91953 -0.1 -0.3 0.1
H -1.33270 -1.16861 1.09512 0.0 0.3 -0.1
H -1.36226 0.55788 1.45394 0.0 0.1 0.2
H 0.81958 2.12520 0.31181 0.1 -0.3 -0.1
H 3.28056 -0.95507 -0.51490 -0.3 0.0 0.1
H 1.07448 -2.16720 0.03433 0.1 0.1 0.0
N 2.38370 0.80642 -0.18829 -0.8 0.6 0.2
N 2.40667 -0.51737 -0.25635 0.6 -0.5 -0.2
F -3.32952 0.00402 -0.14792 -0.2 0.0 0.0
```
Forces are in eV/Å.

Values from the calculation:
Highest occupied orbital energy   -0.346 Ha
SMILES string   FCCc1cn[nH]c1
2S+1   1
Energy relative to the best compared isomer or geometry (same formula, charge and spin)   14.0 kcal per mole
Frontier orbital gap   10.33 eV
E_LUMO   0.9 eV

***

# 4
The following is a DFT calculation (the ωB97M-V functional and the def2-TZVPD basis) of a cluster of 3 separate species, C31H58N5O7S in total.

XYZ file:
```
102
Properties=species:S:1:pos:R:3:forces:R:3
C 6.92569 -2.40519 0.66399 0.1 -0.1 -0.2
C 7.94906 -2.03552 -0.39342 0.3 0.0 0.5
O 7.34725 -1.44144 -1.55411 0.1 0.3 0.3
C 6.59129 -2.24891 -2.28288 0.0 0.8 -0.3
O 6.54849 -3.42986 -2.14744 -0.3 -1.5 0.3
C 5.75812 -1.48335 -3.26168 -0.4 -0.1 -0.5
C 4.95805 -2.35991 -4.23990 0.0 0.5 -0.2
C 3.45184 -2.29823 -3.93822 0.2 0.1 -0.1
C 3.13736 -2.83953 -2.57744 -0.3 0.2 -0.5
C 2.76085 -2.00170 -1.50446 -0.2 -0.6 0.6
C 2.52487 -0.51917 -1.67504 -0.3 0.2 -0.1
O 1.41216 -0.13485 -0.92399 0.3 -0.3 0.4
C 1.55670 1.10784 -0.24612 -0.5 0.0 0.1
C 2.63112 -2.60781 -0.24842 0.3 0.2 -0.7
N 2.41785 -1.89837 0.94193 0.4 0.2 -0.1
C 2.80459 -4.00680 -0.19644 0.1 0.2 0.5
N 3.06336 -4.76836 -1.20715 0.3 0.1 -0.7
N 3.22756 -4.16524 -2.38406 -0.3 0.1 0.8
S 3.54605 -5.40692 -3.65668 0.3 -1.0 -0.9
C 2.68613 -6.81276 -3.01817 -0.4 0.2 0.1
O 4.93791 -5.65468 -3.66298 0.2 0.1 0.4
O 2.90472 -4.95329 -4.83970 -0.4 0.3 0.1
H 6.10877 -1.68693 0.64305 -0.1 0.1 0.1
H 6.53941 -3.40669 0.50958 -0.1 -0.1 -0.1
H 7.39741 -2.37414 1.64028 0.0 0.0 0.2
H 8.61347 -1.27391 -0.00315 0.0 0.2 -0.1
H 8.56146 -2.88949 -0.66205 0.0 -0.1 -0.2
H 6.36116 -0.76569 -3.80683 0.3 0.1 0.1
H 5.07644 -0.87984 -2.66382 0.0 0.2 0.1
H 5.08489 -1.92988 -5.22909 -0.1 -0.1 -0.2
H 5.33407 -3.37205 -4.30027 0.1 -0.2 0.2
H 2.84763 -2.79384 -4.69022 0.1 -0.2 -0.1
H 3.18479 -1.25364 -4.00198 -0.2 0.1 0.2
H 3.43505 0.01305 -1.38584 0.1 0.1 0.2
H 2.32350 -0.24397 -2.70816 0.2 -0.2 -0.2
H 1.26996 1.93241 -0.89541 0.2 0.2 -0.2
H 2.55737 1.23656 0.15707 0.2 0.0 -0.1
H 0.86212 1.10010 0.58814 -0.1 0.0 0.1
H 1.46243 -1.92223 1.26735 -0.2 0.4 -0.1
H 3.04577 -2.19773 1.67687 -0.2 -0.3 0.1
H 2.72110 -4.49976 0.76017 -0.1 -0.2 0.1
H 3.39543 -7.46337 -2.52908 0.1 -0.1 0.1
H 1.88814 -6.52759 -2.34669 -0.1 0.1 0.1
H 2.23572 -7.25871 -3.89781 0.2 -0.1 -0.2
C -3.56646 -0.63659 -3.26753 -0.1 0.1 -0.1
C -2.78784 0.33039 -2.35810 -0.2 -1.0 -0.7
C -3.06503 0.03469 -0.88331 -0.1 0.2 0.4
C -4.41627 0.53820 -0.38487 0.1 0.0 -0.1
C -4.57335 2.02296 -0.70734 0.2 -0.2 0.3
C -4.39127 2.33466 -2.19227 -1.1 0.1 -0.5
N -3.10262 1.75301 -2.68505 0.6 0.4 1.5
O -2.11077 2.51949 -2.37993 0.0 0.1 -0.5
C -5.60333 1.80913 -2.98624 0.1 -0.2 -0.1
C -4.36978 3.84283 -2.40819 0.3 0.2 0.1
C -1.31199 0.07670 -2.62560 0.2 0.1 -0.1
H -4.63837 -0.47139 -3.28645 0.0 0.0 0.1
H -3.20844 -0.55792 -4.29477 0.0 0.0 0.0
H -3.40975 -1.66321 -2.93385 0.1 0.0 0.0
H -2.28339 0.50717 -0.27662 0.0 0.1 -0.1
H -2.97529 -1.04097 -0.71617 0.0 0.0 -0.1
H -5.23311 -0.04675 -0.81622 0.0 0.0 0.0
H -4.47102 0.38642 0.69530 -0.1 0.0 0.0
H -5.55608 2.37346 -0.38520 0.0 0.1 -0.1
H -3.83573 2.58697 -0.12797 0.1 0.0 -0.1
H -5.39678 1.80598 -4.05696 0.0 0.0 0.0
H -6.45755 2.46265 -2.81632 0.0 0.1 0.0
H -5.92486 0.81291 -2.69096 0.0 0.0 0.0
H -3.60994 4.33456 -1.80480 0.1 -0.1 -0.1
H -5.33739 4.25532 -2.12634 -0.1 -0.1 0.0
H -4.18628 4.08572 -3.45526 0.0 0.0 0.0
H -1.03531 0.36428 -3.64162 -0.1 0.0 0.0
H -1.10135 -0.98766 -2.50289 -0.1 -0.1 0.0
H -0.68169 0.61872 -1.93259 0.0 0.1 0.0
C -3.32806 4.46438 3.87119 0.0 0.0 0.3
C -2.54690 3.20585 3.45157 -0.7 1.1 -0.2
C -3.48148 2.00237 3.31421 -0.1 -0.5 0.2
C -3.92312 1.39994 4.64642 0.1 0.1 0.0
C -2.70521 1.07489 5.51065 -0.2 -0.2 -0.3
C -1.78964 2.27952 5.72723 -0.2 0.5 1.0
N -1.44303 2.91033 4.41391 0.0 -1.5 -0.7
O -0.48650 2.26987 3.83180 0.3 0.4 0.1
C -2.46908 3.28013 6.68201 -0.1 0.1 -0.1
C -0.50576 1.84039 6.42006 0.2 -0.1 -0.1
C -1.97178 3.53813 2.08271 0.3 -0.2 -0.2
H -3.69360 4.44861 4.89218 0.0 0.0 -0.1
H -2.70034 5.34942 3.76498 0.0 0.0 0.0
H -4.19716 4.58986 3.22499 0.1 0.0 -0.1
H -2.97336 1.22350 2.73317 0.1 0.1 0.0
H -4.35716 2.29684 2.73180 0.0 0.1 -0.1
H -4.60361 2.08055 5.16456 0.0 0.0 0.0
H -4.49218 0.48686 4.46176 0.0 0.0 0.0
H -3.02130 0.69349 6.48342 0.0 0.0 0.1
H -2.13677 0.27302 5.02747 0.1 0.1 0.0
H -1.95503 4.24159 6.66998 0.0 0.0 0.0
H -2.42659 2.89469 7.69979 0.1 -0.1 0.0
H -3.52186 3.44584 6.46796 0.0 0.0 0.0
H 0.00555 1.04943 5.87594 0.0 0.1 -0.1
H -0.74948 1.45943 7.41074 -0.1 0.0 0.0
H 0.18268 2.67816 6.53557 0.0 0.0 0.0
H -1.22981 4.33423 2.14413 0.0 0.0 0.1
H -2.77816 3.88136 1.43468 -0.1 0.0 0.1
H -1.50742 2.67705 1.60361 0.0 0.0 0.1
```
Forces are in eV/Å.

Values from the calculation:
⟨S²⟩   2.008
Highest occupied orbital energy (spin up / spin down)   -0.365 / -0.403 Ha
2S+1   3
Net charge   +1
Frontier orbital gap (spin up / spin down)   5.46 / 6.50 eV
E_LUMO (spin up / spin down)   -4.5 / -4.5 eV

***

DFT total energy for the records above, in order: -123991.0714 -9310.7151 -10995.7023 -65694.8013 eV